Record 1
{"formula": "C21H61B4F3IN19O21P", "method": "wB97M-V/def2-TZVPD", "homo_ha": -0.3735, "lumo_energy_ev": -2.79, "charge": 1, "gap_ev": 7.38, "symbols": ["C", "C", "O", "B", "O", "C", "P", "O", "O", "N", "C", "N", "C", "C", "O", "O", "C", "C", "O", "I", "C", "C", "O", "C", "F", "F", "F", "B", "N", "O", "C", "C", "B", "O", "O", "B", "O", "O", "H", "H", "H", "H", "H", "H", "H", "H", "H", "H", "H", "H", "H", "H", "H", "H", "H", "H", "H", "H", "H", "H", "H", "H", "H", "H", "H", "H", "H", "C", "O", "N", "N", "H", "H", "H", "H", "C", "O", "N", "N", "H", "H", "H", "H", "C", "O", "N", "N", "H", "H", "H", "H", "C", "O", "N", "N", "H", "H", "H", "H", "C", "O", "N", "N", "H", "H", "H", "H", "C", "O", "N", "N", "H", "H", "H", "H", "C", "O", "N", "N", "H", "H", "H", "H", "C", "O", "N", "N", "H", "H", "H", "H"], "xyz": [[2.85, -5.38, 2.93], [1.34, -5.27, 3.34], [0.81, -3.94, 3.22], [0.96, -3.12, 4.31], [1.88, -3.55, 5.27], [0.06, -1.72, 4.48], [0.80, -1.09, 6.17], [-0.27, -0.58, 7.34], [2.23, -0.25, 6.05], [-1.31, -2.34, 4.60], [-1.62, -3.25, 5.76], [-1.80, -4.65, 5.39], [-2.38, -1.40, 4.03], [-2.83, -0.39, 5.11], [-1.95, 0.69, 5.33], [-2.66, 1.59, 6.11], [-3.73, -2.09, 3.65], [-4.79, -2.41, 4.72], [-5.53, -1.64, 5.15], [-5.18, -4.42, 5.50], [-1.55, -0.87, 2.79], [-1.72, -1.80, 1.53], [-3.06, -1.67, 0.94], [-3.32, -2.69, 0.09], [-2.35, -2.95, -0.77], [-3.69, -3.78, 0.80], [-4.39, -2.32, -0.63], [-2.17, 0.49, 2.14], [-1.80, 0.92, 0.77], [-3.07, 1.35, 2.79], [0.02, -0.76, 3.19], [1.00, -1.16, 2.02], [2.56, -0.91, 2.14], [3.33, -0.75, 3.28], [3.28, -0.87, 0.92], [0.40, 0.79, 3.37], [0.48, 1.47, 4.61], [0.75, 1.66, 2.35], [3.35, -6.19, 3.48], [2.96, -5.48, 1.84], [3.34, -4.41, 3.18], [1.13, -5.77, 4.30], [0.81, -5.88, 2.58], [2.74, -3.11, 5.17], [-1.18, -0.89, 7.27], [2.14, 0.62, 6.51], [-1.33, -3.03, 3.83], [-2.57, -2.99, 6.28], [-0.87, -3.27, 6.57], [-0.91, -5.13, 5.32], [-2.37, -4.76, 4.56], [-3.78, 0.07, 4.74], [-3.09, -0.84, 6.09], [-2.05, 2.33, 6.30], [-4.23, -1.39, 2.96], [-3.50, -3.03, 3.10], [-1.56, -2.88, 1.77], [-1.08, -1.48, 0.70], [-2.63, 0.89, 0.17], [-1.46, 1.89, 0.81], [-2.56, 1.93, 3.39], [0.67, -0.56, 1.14], [0.86, -2.20, 1.65], [3.32, -1.51, 3.87], [3.13, -1.76, 0.56], [1.42, 1.67, 4.77], [0.35, 1.44, 1.49], [-1.03, 4.78, -0.41], [-1.77, 3.96, 0.15], [0.29, 4.90, -0.10], [-1.46, 5.63, -1.36], [0.90, 5.56, -0.54], [0.65, 4.29, 0.61], [-2.43, 5.58, -1.63], [-0.87, 6.30, -1.82], [5.17, 2.90, 0.52], [5.65, 3.96, 0.89], [5.48, 2.34, -0.68], [4.29, 2.19, 1.29], [5.10, 1.47, -1.00], [6.12, 2.85, -1.27], [4.04, 2.57, 2.18], [3.89, 1.31, 1.00], [1.82, 5.42, -3.81], [1.12, 6.41, -3.63], [1.47, 4.41, -4.64], [3.03, 5.25, -3.18], [2.02, 3.60, -4.81], [0.59, 4.51, -5.12], [3.32, 5.97, -2.55], [3.62, 4.45, -3.31], [6.80, 6.19, -2.07], [7.00, 5.07, -2.53], [6.91, 6.46, -0.74], [6.44, 7.25, -2.85], [6.74, 7.37, -0.34], [7.17, 5.70, -0.14], [6.35, 7.08, -3.83], [6.27, 8.17, -2.50], [0.54, 1.19, -5.75], [1.23, 2.20, -5.54], [-0.54, 0.88, -4.98], [0.80, 0.32, -6.75], [-1.11, 0.07, -5.13], [-0.76, 1.50, -4.23], [1.59, 0.52, -7.34], [0.25, -0.50, -6.93], [-8.12, -1.98, -2.16], [-8.72, -1.27, -2.94], [-6.87, -1.67, -1.69], [-8.63, -3.16, -1.70], [-6.36, -2.24, -1.05], [-6.47, -0.81, -2.01], [-9.54, -3.42, -2.02], [-8.14, -3.76, -1.06], [-0.50, -2.72, -5.08], [-1.04, -1.99, -5.89], [0.71, -2.42, -4.53], [-1.05, -3.89, -4.66], [1.18, -3.00, -3.86], [1.15, -1.56, -4.82], [-1.94, -4.14, -5.06], [-0.62, -4.51, -4.00], [0.85, -0.41, -10.48], [1.17, -0.55, -9.31], [0.44, 0.79, -10.98], [0.86, -1.44, -11.37], [0.17, 0.93, -11.94], [0.42, 1.57, -10.35], [1.16, -2.33, -11.03], [0.60, -1.34, -12.33]]}

---

Record 2
{"formula": "C32H37Br57ClNO3", "method": "wB97M-V/def2-TZVPD", "homo_ha": -0.3328, "lumo_energy_ev": -0.32, "gap_ev": 8.73, "symbols": ["C", "C", "C", "Cl", "N", "C", "C", "C", "C", "C", "C", "C", "C", "O", "O", "C", "O", "C", "H", "H", "H", "H", "H", "H", "H", "H", "H", "H", "H", "H", "H", "H", "H", "H", "H", "H", "C", "Br", "Br", "Br", "H", "C", "Br", "Br", "Br", "H", "C", "Br", "Br", "Br", "H", "C", "Br", "Br", "Br", "H", "C", "Br", "Br", "Br", "H", "C", "Br", "Br", "Br", "H", "C", "Br", "Br", "Br", "H", "C", "Br", "Br", "Br", "H", "C", "Br", "Br", "Br", "H", "C", "Br", "Br", "Br", "H", "C", "Br", "Br", "Br", "H", "C", "Br", "Br", "Br", "H", "C", "Br", "Br", "Br", "H", "C", "Br", "Br", "Br", "H", "C", "Br", "Br", "Br", "H", "C", "Br", "Br", "Br", "H", "C", "Br", "Br", "Br", "H", "C", "Br", "Br", "Br", "H", "C", "Br", "Br", "Br", "H"], "xyz": [[1.62, 3.95, 0.85], [0.16, 3.48, 1.14], [-0.50, 2.79, -0.07], [-2.26, 3.27, -0.01], [-0.33, 1.30, 0.03], [0.83, 0.86, -0.74], [1.83, -0.04, -0.01], [2.25, -1.19, -0.73], [3.14, -2.06, -0.26], [3.71, -1.84, 0.97], [3.36, -0.76, 1.75], [2.40, 0.13, 1.23], [-1.52, 0.61, -0.32], [-1.88, 0.35, -1.45], [-2.30, 0.24, 0.75], [-3.69, 0.24, 0.44], [-4.42, 0.13, 1.63], [-4.52, -1.25, 2.05], [1.78, 3.99, -0.23], [2.33, 3.24, 1.29], [1.76, 4.92, 1.33], [-0.44, 4.36, 1.36], [0.07, 2.84, 2.01], [-0.12, 3.21, -1.01], [1.37, 1.76, -1.06], [0.56, 0.33, -1.66], [1.80, -1.35, -1.71], [3.43, -2.92, -0.86], [4.46, -2.54, 1.29], [3.86, -0.65, 2.70], [2.12, 0.98, 1.83], [-3.98, -0.60, -0.20], [-4.02, 1.14, -0.05], [-3.78, -1.89, 1.56], [-4.34, -1.26, 3.12], [-5.52, -1.62, 1.81], [4.61, 3.12, 4.06], [3.18, 3.38, 5.35], [4.22, 1.71, 2.80], [5.07, 4.76, 3.17], [5.48, 2.82, 4.63], [-6.37, 0.26, -3.24], [-5.11, 1.65, -2.82], [-5.54, -1.49, -3.25], [-7.90, 0.31, -2.07], [-6.73, 0.44, -4.24], [5.67, 1.71, -1.03], [4.05, 0.66, -1.15], [7.18, 0.61, -1.55], [5.60, 3.37, -2.01], [5.80, 1.96, 0.01], [2.81, -5.55, 3.35], [1.16, -6.51, 3.13], [4.34, -6.62, 2.87], [2.77, -3.88, 2.38], [2.91, -5.32, 4.41], [-5.87, 3.32, 2.27], [-4.76, 4.90, 2.19], [-5.85, 2.54, 4.03], [-7.66, 3.67, 1.66], [-5.44, 2.59, 1.60], [-1.44, -8.32, -0.09], [-0.15, -7.02, -0.69], [-0.97, -10.11, -0.63], [-1.75, -8.20, 1.80], [-2.38, -8.07, -0.58], [-1.67, 2.87, -5.24], [-0.52, 4.22, -6.03], [-1.04, 1.09, -5.61], [-1.98, 3.15, -3.36], [-2.63, 2.98, -5.72], [-0.14, 8.19, -5.71], [0.58, 9.95, -5.40], [-2.06, 8.21, -5.87], [0.70, 7.35, -7.23], [0.10, 7.59, -4.84], [4.54, 7.38, -6.00], [5.14, 5.70, -5.28], [5.68, 8.85, -5.50], [4.33, 7.24, -7.91], [3.56, 7.58, -5.58], [-3.28, 3.98, 6.69], [-3.42, 5.85, 6.24], [-1.45, 3.41, 6.84], [-4.29, 3.56, 8.28], [-3.73, 3.42, 5.88], [-5.12, -5.92, -2.07], [-4.08, -7.51, -2.40], [-5.88, -5.93, -0.30], [-4.09, -4.33, -2.40], [-5.94, -5.93, -2.77], [-9.87, 1.79, -5.55], [-8.56, 3.14, -5.12], [-9.07, 0.03, -5.60], [-11.37, 1.84, -4.35], [-10.24, 2.00, -6.54], [5.27, -9.89, 0.03], [6.59, -8.49, -0.07], [5.31, -10.78, 1.74], [3.51, -9.25, -0.40], [5.54, -10.63, -0.72], [7.63, -5.62, -2.92], [6.19, -5.22, -1.72], [7.16, -7.02, -4.16], [8.26, -4.04, -3.84], [8.45, -5.98, -2.33], [4.49, 1.70, -7.39], [4.43, -0.11, -6.72], [3.19, 2.83, -6.51], [6.27, 2.44, -7.30], [4.22, 1.66, -8.43], [-8.45, 4.45, 7.39], [-7.83, 2.88, 8.31], [-7.48, 6.03, 7.92], [-8.41, 4.20, 5.48], [-9.49, 4.61, 7.68], [9.65, -3.69, 0.75], [8.72, -5.11, 1.67], [10.80, -4.38, -0.63], [8.43, -2.36, 0.07], [10.28, -3.20, 1.48], [-0.94, -0.25, 3.82], [0.42, 1.07, 4.19], [-0.17, -2.01, 3.64], [-2.35, -0.20, 5.13], [-1.38, 0.01, 2.87], [-1.72, -4.52, 6.95], [-0.86, -2.86, 7.41], [-3.62, -4.30, 6.71], [-0.89, -5.37, 5.43], [-1.58, -5.18, 7.80]]}